# 1
Density functional theory data (the ωB97M-V functional and the def2-TZVPD basis) for a molecular structure, C12H32AgN2O4 in a non-equilibrium geometry.

Element x y z (Å)
H -2.5155 -0.4885 -0.7885
C 1.3916 0.1126 3.3033
N -1.6393 -0.0922 -1.0369
H -3.3899 1.9390 -0.4081
H -3.0673 -1.9057 1.5586
C -2.4328 -1.7523 2.4288
O 0.3030 0.7475 2.5952
H 3.1319 -2.9617 -0.5745
H 2.8501 1.7186 -0.4867
H 3.1318 -0.2006 -2.4722
H 2.2171 -3.7920 -1.6375
C -1.0676 -2.3934 2.2410
N 0.6612 -1.6578 -2.5606
H 1.2156 -0.9829 3.5423
C 2.6763 -2.8123 -1.5206
H -1.2441 -3.4829 2.2451
O 1.4461 0.7246 -1.5919
H 3.1719 -0.1936 -0.7557
H -2.4355 3.2625 -1.2324
H 3.4038 -2.6906 -2.3451
H 2.7959 -0.3870 1.6315
H -2.8175 1.8806 -3.4732
H -2.4080 -0.6443 2.5647
H 2.8632 1.3075 2.3737
H -0.7005 1.3521 -2.0193
O -1.4596 2.3363 0.3387
C 2.4626 -0.2553 -1.6048
C -2.3544 2.2770 -0.7889
H -2.9061 3.6496 1.0643
C 2.0912 1.9518 -1.2658
H 2.5785 2.5661 -2.0669
H -0.4448 -2.2400 3.1849
H 1.3429 2.6908 -0.9122
H -2.1303 0.1799 -3.5638
C -2.6612 0.9653 -2.9220
H -1.0396 -0.6635 -1.5757
H 1.4917 0.6019 4.2906
H -1.3629 3.7229 1.9318
H 1.1025 -1.5778 -0.5474
H -2.9312 -2.1656 3.3051
H 0.0891 -2.4796 -2.5002
C 1.7310 -1.5830 -1.4839
O -0.2477 -2.0070 1.1399
Ag -0.3639 -0.0006 0.8358
H -2.6086 2.3182 2.1250
H 3.5035 0.0083 3.2557
H -3.5537 0.4807 -2.6271
C 2.7282 0.2584 2.5382
C -1.7743 1.1772 -1.7407
C -2.0478 3.0460 1.4110
H 1.2238 -1.8654 -3.4024

Properties
<S²>: 0.76
2S+1: 2
Strongest force on any atom, eV/Å: 2.7
Total energy, eV: -28127.654
Relative energy (zero: lowest compared OMol25 entry of this formula, charge and spin), kcal per mole: 4.1
Net charge: 0

Results of the Mulliken charge analysis, in e, for atoms 1 through 2: 0.171, -0.212

# 2
Density functional theory data (the ωB97M-V functional and the def2-TZVPD basis) for 3 unconnected molecules or ions with the total composition C12H32B3N3O11PS2 in a non-equilibrium geometry.

Element x y z (Å)
B 1.4586 -2.7859 -1.6538
C 0.8220 3.7175 -1.8179
O -2.8796 0.8598 2.4969
N 1.9285 3.6542 0.4475
O 0.0410 -2.0218 -4.2123
B -1.9599 -0.0075 1.8632
H 1.0915 -4.6498 -1.8885
H 2.0884 2.0063 -1.3965
H 1.8841 4.0762 1.3669
N 0.7012 1.7846 5.5885
H 2.0209 2.1341 -4.2589
O 2.7411 -2.9567 -2.1642
H -0.1640 -4.0480 -4.1777
C -0.8400 0.5592 0.9212
H -0.1419 -4.4205 4.0564
H -1.6664 -3.1660 -4.5413
O 1.0570 2.0366 6.7265
O -2.0869 -1.3409 2.1050
H -2.8906 0.3936 -2.4823
C 0.7573 4.0742 -0.3110
H -0.1629 3.3767 -2.1102
C -0.6644 1.2282 5.3912
H 0.6535 5.1514 -0.2202
H 1.7627 -0.1303 -4.1228
B -0.9501 -0.0993 -0.5761
H -0.9238 1.6447 0.9355
H -1.2081 1.9176 4.7503
H 0.0971 0.2978 1.4095
O -0.3451 -1.4431 -0.6062
C 1.6871 0.3343 -3.1384
C -0.4406 -0.8782 -3.4938
O 0.6987 -3.8865 -1.4402
H 2.7481 -2.5861 -3.0635
H -0.5681 0.2528 4.9144
O -0.2253 0.5972 -1.6801
S 2.2091 -0.5607 -0.2563
H -0.5325 -0.0629 -4.2078
C 0.5159 -0.3713 -2.4157
H 1.9195 2.6494 0.5847
O 1.3799 1.9515 4.5954
H -3.5436 1.0796 -0.4768
H 2.3305 -1.5095 0.6872
H -1.4404 -1.0870 -3.1273
H 2.6489 0.1866 -2.6577
O -1.0235 -1.6232 5.2881
H -1.1379 1.1364 6.3607
H 1.0113 4.6322 -2.3791
N -0.6353 -2.7776 5.2730
C 1.4340 1.8165 -3.3977
H -1.4593 -3.3668 3.4525
H 2.7933 3.2430 -2.4691
H 0.2303 -2.8085 3.3728
H -3.3729 1.3260 1.8042
H -1.0073 -3.2384 -2.8920
C 0.8532 -1.3640 -1.2792
H 0.3986 2.0120 -3.6405
S -3.9146 -1.6888 -1.0207
C -0.4873 -3.4012 3.9313
H -0.1691 3.6491 0.0720
P -2.8699 0.0074 -1.1209
C -0.7573 -3.1688 -3.9420
H -3.0214 -1.5924 2.1890
C 1.8986 2.6955 -2.2007
O -0.3718 -3.4404 6.2554

Properties
Strongest force on any atom, eV/Å: 1.6
Total energy, eV: -72947.516
Net charge: -1

Results of the Mulliken charge analysis, in e, for atoms 1 through 2: 1.261, -0.913